1.
The following is a DFT calculation (ωB97M-V with the def2-TZVPD basis set) of a structure of composition C14H34As3ORe.

```
53
Properties=species:S:1:pos:R:3
H 0.54 0.44 -4.57
H 1.65 2.98 2.04
H -3.28 -2.84 -0.30
As 1.93 -1.21 -3.19
H -0.08 -1.24 -4.80
H 1.42 -0.71 -5.66
C -0.57 -1.61 0.43
Re -1.06 1.57 0.84
H -3.32 0.18 2.16
C 1.87 -3.11 -3.72
H -2.14 3.90 1.99
H -2.49 -2.35 -1.84
C -1.24 3.91 2.63
H 2.76 -0.61 -0.37
H 2.28 -3.76 -2.93
H -0.34 4.04 1.99
C 1.79 1.90 1.84
H -1.87 2.98 0.26
C 0.76 -1.50 -0.43
O -1.06 1.57 2.77
C 1.78 -0.44 0.12
C -3.10 -2.00 -0.99
H -1.21 3.60 5.32
H 3.85 1.32 -0.57
C 1.47 -2.87 -0.29
H 0.84 -3.70 -0.69
H 3.17 2.87 -1.14
C 2.97 1.79 -1.07
H -1.31 4.78 3.32
H 2.84 1.62 2.03
H 1.13 1.32 2.52
H 2.86 1.38 -2.10
H -0.32 -1.49 1.50
H -0.32 -2.01 -2.29
H 2.47 -3.25 -4.64
H -0.09 -0.26 -2.00
H -0.19 2.12 5.25
H -4.11 -1.31 1.51
H 2.44 -2.89 -0.82
As -2.23 -0.50 -0.02
H 1.68 -3.10 0.78
H -4.48 0.31 0.78
As 1.31 1.55 -0.01
H 0.82 -3.42 -3.94
C -3.69 -0.31 1.24
H -4.07 -1.64 -1.38
C 0.84 -0.62 -4.72
H 1.95 -0.67 1.19
C 0.40 -1.25 -1.92
C -1.14 2.58 4.89
H -0.96 -2.65 0.35
H -2.00 1.98 5.25
C -1.14 2.62 3.39
```

## Properties
Expectation value of S²: 0.75
DFT total energy, eV: -201727.9883
Total charge: +3
HOMO (spin up / spin down), eV: -17.8 / -17.8
2S+1: 2
Gap between HOMO and LUMO (spin up / spin down), eV: 7.183 / 4.868

---

2.
The following is a DFT calculation (ωB97M-V with the def2-TZVPD basis set) of a cluster of 4 separate species, C14H34Cl2NO13P2S3 in total.

```
69
Properties=species:S:1:pos:R:3
C -7.91 -6.38 -4.15
H 5.44 2.23 5.11
C 6.20 2.09 4.35
Cl 7.97 2.28 -0.11
H -5.53 -3.38 -7.07
O 2.67 4.20 2.08
O 2.81 3.06 4.36
H -8.04 -5.94 -3.16
C -0.58 -1.27 1.69
S 1.19 -0.30 3.34
C -5.24 -0.87 -1.28
H -5.95 -0.43 -1.97
H 8.17 0.61 3.14
O -6.45 -4.44 -4.80
C 5.42 5.17 2.17
H -4.49 -4.01 -4.25
H 1.74 3.96 2.23
O -6.13 -6.54 -6.04
C 0.93 0.94 4.55
P 3.53 3.36 3.12
Cl 8.10 5.70 2.27
H -0.99 -3.11 2.73
H -2.77 2.82 -1.69
N 7.01 3.34 2.39
S -3.62 -0.53 -1.86
O 7.93 0.84 2.24
H 1.90 1.17 4.98
O -3.48 -1.02 -3.19
C 5.12 4.25 3.38
H -5.35 -0.45 -0.29
H -5.52 -2.65 -4.65
H -5.35 -1.95 -1.25
H -0.76 -3.28 0.98
H -1.76 1.42 -1.33
O -3.73 1.05 -1.89
O 1.70 -1.48 3.95
H -8.00 -7.47 -4.09
H 0.25 0.58 5.32
H 0.63 -3.03 2.05
H 7.16 2.15 4.86
P 8.43 2.31 1.85
H 4.95 4.75 4.32
H 5.64 6.18 2.49
H -8.63 -5.99 -4.86
C -2.51 1.81 -2.02
H -1.61 -1.04 1.43
C -0.42 -2.76 1.87
H 4.74 5.09 1.34
H 3.26 1.55 1.98
C 6.76 4.59 1.67
H -1.66 0.86 -3.76
C 6.16 3.19 3.36
C -2.00 1.84 -3.45
H -1.17 2.54 -3.53
H 0.52 1.81 4.05
O 1.89 0.29 2.22
C -4.73 -3.66 -6.37
H 6.11 1.12 3.87
O 4.00 2.02 2.40
O -0.31 -0.53 2.92
O -2.66 -0.90 -0.86
H 6.93 4.58 0.61
O -5.33 -6.33 -3.71
H -2.79 2.15 -4.13
S -6.29 -6.02 -4.72
H -4.37 -4.64 -6.66
H 0.05 -0.89 0.89
H -3.91 -2.95 -6.47
C -5.25 -3.66 -4.95
```

## Properties
DFT total energy, eV: -119302.0002
Total charge: +1
HOMO, eV: -11.8
2S+1: 1
Gap between HOMO and LUMO, eV: 7.500

---

3.
The following is a DFT calculation (ωB97M-V with the def2-TZVPD basis set) of a cluster of 5 separate species, C14H34FN4O5P in total.

```
59
Properties=species:S:1:pos:R:3
P -1.28 -1.72 -0.79
H -0.97 -0.86 8.48
N -2.55 1.46 3.03
H 0.82 0.08 5.34
H -2.55 -1.49 -7.63
H -2.77 0.97 5.06
H 1.30 -2.74 6.96
C 3.25 1.48 -2.66
H 4.40 3.02 -4.30
C 0.24 -2.33 -5.86
H 0.85 -1.53 -5.43
H 1.68 0.96 6.60
H -1.10 -3.10 -0.97
H 0.72 -2.70 -6.76
C 0.53 -1.46 -1.63
H -0.89 -1.33 -8.23
C 1.42 -0.03 6.25
O -0.96 0.81 7.32
C -1.54 -1.91 -7.57
O -1.49 -1.24 -4.05
O -2.01 0.88 0.91
H -1.11 1.26 4.53
F 1.85 -0.91 0.24
H -0.81 -1.10 0.38
H -1.82 -0.90 -1.78
H 0.61 -0.40 -1.87
H 3.73 4.52 -3.64
C -1.84 -1.32 -5.21
H 2.17 -1.87 8.23
H -0.72 0.75 2.48
H -2.83 -0.97 -5.56
N 2.72 2.75 -3.11
C 1.54 3.24 -2.67
H -4.43 2.18 3.52
C 1.57 -1.87 -0.70
C -0.49 -0.24 7.71
H 0.63 -2.05 -2.53
H -1.57 -2.94 -7.92
H 2.90 3.71 -4.97
N -1.09 -1.83 -6.20
C 3.48 3.55 -4.06
H 3.39 0.80 -3.51
H -3.87 2.64 1.90
H -2.21 2.62 4.76
H 0.51 -2.41 8.51
H 1.04 2.57 -1.95
H -4.42 0.99 2.20
H 4.21 1.61 -2.16
C 1.20 -2.01 7.76
O 2.11 -2.93 -0.59
H 2.55 1.02 -1.97
C -3.90 1.84 2.64
C -1.71 1.01 2.09
O 1.07 4.30 -3.02
H 0.17 -3.13 -5.12
H -2.59 -1.95 -0.18
N 0.67 -0.76 7.26
H 2.32 -0.59 6.01
C -2.14 1.59 4.42
```

## Properties
Relative energy (zero: lowest compared OMol25 entry of this formula, charge and spin), kJ/mol: 0.0
DFT total energy, eV: -43271.5603
HOMO, eV: -8.1
2S+1: 1
Gap between HOMO and LUMO, eV: 8.653

---

4.
The following is a DFT calculation (ωB97M-V with the def2-TZVPD basis set) of a cluster of 3 separate species, C14H34IN4O2P2 in total.

```
57
Properties=species:S:1:pos:R:3
H 1.79 1.76 -1.69
H 2.22 8.27 -0.64
H -0.10 3.77 -1.57
H -2.72 -8.34 1.14
H -1.70 -5.67 2.27
H -1.44 -3.67 -1.00
C 1.22 6.68 -1.19
P 3.88 6.36 -1.76
N 0.14 5.89 -1.17
H -0.53 1.28 -0.88
H -1.72 5.87 -2.95
H 0.53 -0.95 3.59
H -0.56 -5.75 -0.56
H 2.07 0.83 2.49
H 2.78 0.49 0.94
H 2.28 0.11 -1.29
H -0.14 1.19 1.51
C 1.56 -1.10 1.70
C -2.45 -6.73 -0.28
C -1.26 -5.18 1.40
H -3.05 -5.91 -0.70
I -2.10 8.49 -1.14
H -0.25 -4.87 1.70
C 1.43 0.73 -1.57
H -3.11 -4.22 0.81
H -0.55 -0.95 2.20
H -3.55 -6.85 1.59
O 4.09 7.67 -1.17
C 0.56 4.60 -1.53
H -0.53 -7.04 0.62
N 1.28 7.98 -0.91
C -1.13 -6.20 0.26
H -4.20 -7.86 0.31
H 4.09 6.33 -3.15
H -0.48 -2.78 0.18
H 1.08 0.38 -2.53
C 1.86 0.38 1.52
H 4.66 5.35 -1.16
C 0.74 1.18 0.85
H -2.24 -7.40 -1.12
C 0.32 0.67 -0.53
H -2.16 -3.32 1.96
H 0.66 8.27 -0.17
H 0.21 -2.45 2.72
C -1.49 -3.11 -0.07
C -2.09 -3.94 1.06
O -2.18 5.47 -2.19
C -3.28 -7.48 0.75
H 1.06 2.23 0.76
N 1.82 4.61 -1.75
C 0.37 -1.38 2.60
H 2.45 -1.58 2.12
H 1.41 -1.58 0.72
N 2.23 5.88 -1.56
H -2.10 -2.22 -0.26
P -1.63 6.12 -0.82
H -0.06 -0.35 -0.46
```

## Properties
Relative energy (zero: lowest compared OMol25 entry of this formula, charge and spin), kJ/mol: 27.2
DFT total energy, eV: -51798.5567
Total charge: +1
HOMO, eV: -12.2
2S+1: 1
Gap between HOMO and LUMO, eV: 8.439

---

5.
The following is a DFT calculation (ωB97M-V with the def2-TZVPD basis set) of a structure of composition C14H35CdNP2S2.

```
55
Properties=species:S:1:pos:R:3
H -3.64 0.67 -0.19
C 1.85 1.37 1.77
H 0.70 1.85 4.32
C -0.93 2.78 2.38
S -1.12 2.47 -0.80
H 2.33 1.97 2.58
H -2.35 0.68 1.92
H 2.92 -2.35 -1.02
C 2.52 0.05 1.62
C -0.60 1.00 -3.14
H 0.33 4.41 -0.92
H -1.00 3.47 1.53
H 1.23 -3.38 -1.49
H 0.47 1.04 -2.92
N -1.14 -0.23 -2.54
S -1.07 -2.93 -0.80
H -2.33 -1.16 1.92
C -3.27 -0.25 0.24
H 0.85 0.10 4.08
H -0.89 -3.58 -3.11
H 3.56 0.27 1.31
C -2.56 -0.24 1.40
P 0.01 1.21 2.02
H 0.22 -1.26 2.53
H 0.89 3.21 0.25
H -0.10 -2.47 1.50
H 3.79 -1.79 0.40
H -2.33 -2.65 -2.79
Cd -0.93 -0.23 -0.32
C 0.55 -3.78 -0.75
H -2.14 -0.24 -2.74
H -3.62 -1.18 -0.19
C -1.30 2.23 -2.61
H 0.41 -4.85 -0.90
C -0.57 -1.45 -3.14
H 2.12 1.84 0.83
H -2.37 2.17 -2.79
H 1.18 2.96 -1.48
H -0.78 0.82 4.31
C 0.48 3.35 -0.75
H 3.52 -0.68 -1.01
H -0.95 3.12 -3.11
H 1.51 -2.42 2.28
H -0.68 -1.44 -4.23
H -0.43 3.37 3.16
H 0.49 -1.47 -2.92
P 1.50 -0.82 0.36
C 3.06 -1.47 -0.38
C 0.73 -1.82 1.76
H 2.59 -0.48 2.60
C -1.26 -2.69 -2.61
H -0.70 0.98 -4.23
H -1.96 2.58 2.74
H 0.96 -3.62 0.24
C 0.22 0.97 3.84
```

## Properties
Relative energy (zero: lowest compared OMol25 entry of this formula, charge and spin), kJ/mol: 170.2
DFT total energy, eV: -61372.4753
Total charge: +2
HOMO, eV: -14.6
2S+1: 1
Gap between HOMO and LUMO, eV: 8.828

---

6.
The following is a DFT calculation (ωB97M-V with the def2-TZVPD basis set) of a structure of composition C14H35MnN3S2.

```
55
Properties=species:S:1:pos:R:3
C -0.14 -2.39 -2.70
H -2.22 0.77 -0.79
H -0.61 -1.53 4.08
H -1.95 -1.18 -3.05
C 1.77 0.35 3.52
H 3.43 -0.83 -1.07
C -0.19 2.34 -2.81
H -1.37 -1.79 2.48
H 3.45 0.98 -1.18
H -2.08 -0.91 -0.69
H -2.05 2.19 0.30
H 0.51 -0.08 -4.14
H -0.03 0.91 4.59
H -0.71 -3.32 -2.65
H 1.78 -0.63 4.01
H -2.39 0.16 1.75
C -0.94 -1.32 -3.45
S 0.16 -1.95 -0.93
C -0.91 1.26 -3.59
H 2.62 -0.97 -3.50
S -0.07 1.96 -1.01
H 2.77 -1.74 2.59
C -1.87 0.65 2.59
C -1.62 -1.87 -0.44
H 0.41 -1.77 2.65
H 2.27 1.55 0.56
H 4.11 -0.83 1.81
C 3.01 0.05 -1.55
H -2.42 2.44 -1.45
C -0.52 -1.31 3.00
H 0.84 2.50 -3.17
H -1.63 -2.01 0.65
H -0.90 1.54 -4.66
C 3.01 -0.97 1.84
C 0.34 0.91 3.54
H -0.76 3.28 -2.83
N -0.18 -0.04 -3.38
H 3.83 1.50 1.46
C 2.72 1.45 1.56
H 0.35 1.94 3.18
N -0.53 0.12 2.71
H 2.41 1.05 4.09
H 0.85 -2.56 -3.16
H 2.70 -1.35 0.85
H -1.82 1.74 2.41
C -1.89 1.81 -0.72
H 2.36 2.28 2.19
H -2.47 0.50 3.51
H -1.05 -1.65 -4.50
C 2.51 -0.02 -2.94
H 2.62 0.86 -3.59
Mn 1.09 0.05 -1.66
N 2.29 0.22 2.18
H -2.15 -2.70 -0.93
H -1.96 1.14 -3.29
```

## Properties
Expectation value of S²: 6.19
DFT total energy, eV: -72515.1129
Total charge: +3
HOMO (spin up / spin down), eV: -17.6 / -17.3
2S+1: 5
Gap between HOMO and LUMO (spin up / spin down), eV: 4.725 / 5.295